348
Properties=species:S:1:pos:R:3 method="wB97M-V/def2-TZVPD" relative_energy_kj_mol=0.0 homo_lumo_gap_ev=8.58 max_force_ev_per_a=3.63
O -0.94 -35.96 8.52
O -5.85 -29.48 3.11
O -9.02 -33.68 3.28
O -4.90 -27.54 -1.01
O -0.69 -37.40 3.46
O -4.50 -46.10 15.06
O -2.10 -29.67 7.16
O 3.93 -26.45 6.69
O -5.31 -36.84 3.38
O -7.85 -28.12 7.82
O 1.34 -40.09 8.97
O 2.46 -29.30 3.49
O -4.66 -42.45 9.94
O 0.21 -29.05 -0.98
O 2.06 -37.67 12.67
O -2.25 -34.30 4.67
O 3.42 -35.74 8.25
O -3.94 -25.82 4.24
O -5.49 -35.35 10.73
O -3.54 -39.96 6.38
O -2.28 -36.90 13.10
O -0.97 -30.77 2.50
O -1.85 -30.40 12.33
O -5.41 -31.83 -1.03
N 0.43 -34.66 14.18
N -4.69 -30.28 5.84
N 0.12 -40.36 6.46
N -3.72 -33.23 9.84
N -4.23 -25.57 1.15
N 2.37 -32.62 4.95
N 1.18 -32.34 11.93
N -3.27 -40.20 14.17
N -12.66 -34.38 3.29
N 1.47 -26.02 4.06
N -2.66 -29.99 -0.78
N -1.20 -28.71 4.68
N -0.43 -33.90 6.60
N -5.21 -44.56 12.98
N 0.81 -35.01 3.45
N 3.44 -32.26 9.06
N -4.86 -29.87 9.11
N -6.45 -35.59 5.72
C 1.12 -41.31 6.99
C -5.86 -46.07 14.67
C 1.25 -36.50 12.82
C -7.87 -27.38 6.66
C 1.34 -36.26 4.04
C -11.23 -34.73 3.19
C 1.93 -31.24 4.70
C -5.17 -44.22 11.53
C -1.62 -33.04 4.68
C -0.24 -38.41 2.58
C -6.45 -28.33 8.06
C -2.01 -29.22 -1.88
C -0.49 -37.29 8.73
C -4.83 -36.93 2.01
C 3.71 -33.51 8.36
C -6.50 -32.45 -1.63
C 1.36 -36.66 15.33
C -4.55 -39.00 6.14
C -8.21 -33.11 2.32
C 3.38 -37.23 12.71
C -1.29 -40.56 6.87
C -4.69 -33.92 9.00
C -1.26 -32.81 6.15
C -2.06 -36.24 11.82
C 1.38 -35.75 14.13
C -7.00 -29.34 10.34
C 2.62 -25.72 4.93
C 3.50 -34.70 9.21
C 0.70 -30.01 11.22
C -6.94 -31.11 5.20
C 2.34 -35.85 5.15
C 5.08 -33.51 7.69
C -7.10 -36.75 5.01
C 3.53 -36.98 8.82
C -3.61 -25.61 -0.17
C -2.98 -31.36 -1.00
C 1.67 -30.50 6.02
C 3.40 -28.45 2.81
C -2.71 -34.59 3.36
C -10.44 -33.45 3.25
C 1.15 -41.44 8.55
C -3.96 -41.24 9.76
C -6.74 -36.63 3.56
C -3.31 -24.94 2.13
C -8.50 -37.21 5.45
C -11.02 -35.48 1.84
C -2.18 -39.71 6.02
C -1.83 -30.16 8.39
C -6.73 -36.01 10.77
C -4.21 -31.78 -1.81
C -2.34 -39.11 13.95
C 4.18 -27.21 7.86
C 3.02 -30.48 3.96
C -0.72 -29.38 2.33
C -0.27 -33.77 8.04
C -3.08 -38.08 13.14
C -4.78 -42.77 11.31
C -4.13 -33.80 7.54
C -3.24 -30.54 12.17
C -5.18 -30.68 3.41
C -1.08 -39.70 13.20
C -1.75 -28.28 7.04
C 1.55 -29.45 -1.02
C 1.23 -39.74 10.36
C -6.01 -28.03 -1.74
C -5.67 -28.97 1.79
C -4.26 -46.72 16.28
C -4.78 -25.74 5.31
C -0.12 -31.61 1.75
C -2.03 -27.94 5.61
C -1.68 -28.57 3.31
C -4.61 -26.16 -1.25
C 2.78 -24.25 5.17
C 2.60 -26.54 6.23
C -3.86 -24.69 3.46
C -0.54 -29.54 -2.06
C 0.36 -31.15 12.17
C 0.20 -37.21 4.46
C 0.15 -35.01 8.78
C -5.84 -45.86 13.20
C -4.95 -35.30 9.40
C -5.46 -31.07 4.91
C -1.09 -31.47 11.95
C -6.31 -29.55 8.99
H -7.01 -31.78 -2.32
H -12.76 -33.54 3.79
H -2.05 -39.95 4.94
H 3.48 -26.90 8.62
H 0.52 -38.09 1.91
H -9.21 -36.42 5.13
H -2.44 -27.69 7.79
H -4.58 -34.61 6.94
H -5.50 -42.14 11.84
H -0.46 -31.61 0.72
H 0.25 -29.18 2.62
H -6.17 -44.47 11.14
H -5.47 -25.51 -0.98
H -5.07 -36.08 1.37
H -3.77 -41.04 8.66
H 3.22 -30.98 3.02
H -7.47 -31.88 4.64
H 1.95 -36.70 3.26
H 4.08 -37.96 12.29
H 4.13 -32.04 9.79
H 0.94 -29.74 5.69
H -7.18 -31.27 6.29
H -7.31 -30.09 4.98
H 1.82 -35.16 5.86
H -0.67 -32.93 4.08
H 4.58 -37.08 9.26
H -7.20 -32.71 -0.86
H 3.98 -28.25 7.66
H -4.24 -44.51 13.38
H -1.48 -40.45 7.91
H -1.09 -38.59 1.96
H 2.75 -37.20 9.64
H -0.39 -36.79 5.30
H 1.38 -40.63 10.99
H 2.84 -27.56 2.42
H 0.41 -30.75 13.23
H -4.51 -26.48 1.44
H -6.26 -45.23 15.22
H -3.81 -42.61 11.85
H -10.93 -35.37 4.03
H -2.20 -28.19 -1.71
H -4.40 -32.81 7.19
H 2.56 -34.52 9.82
H -4.50 -25.02 6.14
H -4.60 -28.92 1.53
H -8.67 -32.24 1.93
H -4.38 -25.84 -2.31
H 2.56 -32.13 9.47
H -2.99 -31.90 -0.02
H 1.94 -25.98 6.92
H -3.06 -24.04 1.60
H -3.93 -32.78 -2.21
H -3.38 -24.58 -0.44
H -13.07 -34.36 2.35
H -3.33 -38.42 12.09
H -6.58 -28.39 10.75
H 0.22 -35.19 2.66
H -2.11 -31.88 -1.44
H -2.75 -33.68 9.70
H -5.48 -31.54 2.76
H -4.84 -26.71 5.86
H -7.45 -26.37 6.67
H 1.53 -35.75 12.02
H 2.08 -28.71 -0.49
H -5.10 -46.67 16.95
H 2.25 -35.20 14.19
H 1.65 -29.49 11.51
H -1.88 -26.89 5.42
H 2.17 -32.15 12.00
H 1.97 -23.95 5.85
H 1.25 -27.01 4.07
H -0.55 -40.32 13.93
H -0.56 -34.95 14.11
H -2.11 -34.17 2.57
H -11.94 -36.16 1.75
H -3.98 -35.95 9.34
H -3.47 -29.54 -0.29
H 1.92 -38.96 10.65
H 5.90 -33.05 8.36
H -0.95 -34.81 6.45
H 2.11 -40.85 6.54
H 3.06 -33.55 7.51
H -4.07 -30.57 3.25
H -5.03 -32.04 5.00
H -3.86 -33.28 10.82
H 2.27 -27.58 6.10
H -4.93 -29.26 5.72
H -2.41 -25.53 2.31
H -2.16 -32.76 6.74
H -0.08 -29.27 11.27
H -6.23 -28.05 1.75
H -6.40 -46.94 15.08
H -6.80 -30.40 8.43
H 0.27 -37.69 8.07
H 0.94 -30.37 10.21
H 1.05 -31.30 4.02
H -4.75 -30.78 9.45
H 0.19 -36.79 12.76
H 2.65 -36.74 5.68
H -4.54 -40.44 10.21
H -3.08 -28.17 5.37
H 1.07 -42.27 6.53
H -6.70 -37.09 10.83
H -3.54 -31.13 13.01
H 3.80 -37.00 13.69
H -0.11 -29.21 -3.06
H -3.68 -34.14 3.28
H -1.38 -37.95 8.72
H -3.71 -36.93 2.05
H 3.24 -35.37 4.72
H -7.20 -33.02 2.73
H -2.76 -28.83 3.24
H 3.65 -24.19 5.83
H -0.26 -32.60 2.17
H 3.92 -30.37 4.59
H -6.94 -27.74 -1.24
H -6.09 -29.64 1.08
H -2.00 -38.67 6.13
H 0.50 -34.17 15.08
H -3.52 -31.02 11.25
H -3.62 -29.53 12.26
H -5.95 -28.61 7.15
H 0.41 -39.47 6.82
H 1.06 -35.44 8.31
H -4.68 -38.76 5.08
H 0.39 -37.15 15.24
H -3.31 -23.89 4.05
H 2.33 -33.26 4.12
H -3.37 -46.25 16.74
H 0.70 -25.42 4.26
H 0.27 -34.50 4.08
H -6.97 -35.64 3.14
H -3.08 -33.86 7.53
H 3.33 -37.72 8.05
H -10.62 -32.88 2.25
H -2.96 -41.35 10.26
H 1.82 -33.02 5.72
H -5.48 -35.47 5.35
H -6.91 -30.23 10.96
H -2.31 -32.26 4.30
H -3.69 -30.46 5.93
H -6.94 -34.76 5.59
H -3.97 -47.75 16.14
H -2.30 -29.57 9.20
H -6.18 -33.28 -2.23
H -6.45 -37.66 5.30
H -1.29 -29.68 4.94
H -0.42 -30.64 -2.01
H -2.68 -26.19 -0.26
H 0.88 -33.06 12.59
H -2.86 -35.51 11.59
H -2.90 -40.90 14.82
H -8.16 -33.87 1.48
H 0.92 -31.45 1.87
H -1.33 -32.36 12.57
H -0.73 -28.25 7.34
H -5.61 -35.68 8.62
H 0.26 -39.32 3.00
H -0.38 -38.90 12.87
H -7.29 -35.79 9.90
H 1.88 -42.19 8.91
H -8.82 -38.14 4.97
H -5.98 -27.52 -2.71
H 0.65 -38.16 4.68
H -1.61 -41.52 6.53
H -4.82 -24.22 3.23
H -4.54 -29.91 8.13
H 0.15 -41.80 8.85
H -4.52 -44.95 10.95
H 2.85 -23.64 4.27
H -7.35 -37.41 2.97
H 3.54 -36.31 12.16
H -6.04 -27.45 8.62
H -2.26 -31.16 8.50
H -4.30 -38.06 6.71
H -5.16 -37.84 1.48
H -11.03 -34.74 1.02
H 4.41 -34.88 9.86
H -2.79 -35.67 3.34
H -7.24 -35.70 11.63
H -4.41 -31.16 -2.72
H 5.03 -32.86 6.76
H -8.49 -37.36 6.55
H -4.07 -39.87 14.66
H -5.78 -25.39 5.00
H 2.08 -37.45 15.26
H 1.71 -30.41 -0.53
H -1.44 -40.29 12.32
H -5.51 -39.35 6.54
H 0.27 -34.85 9.82
H -7.42 -27.89 5.81
H -10.14 -36.06 1.76
H -0.78 -31.87 6.40
H 1.97 -29.58 -2.01
H -5.87 -29.09 -1.88
H -8.06 -29.27 10.24
H 4.17 -28.20 3.54
H -8.91 -27.18 6.31
H -5.32 -46.72 12.68
H -1.26 -31.79 10.88
H -0.20 -37.28 9.82
H -10.72 -32.68 4.06
H 1.51 -36.07 16.28
H 5.36 -34.51 7.45
H -0.81 -30.30 8.65
H 5.18 -26.97 8.14
H -1.23 -33.48 8.54
H 0.24 -39.38 10.69
H 0.42 -32.96 8.25
H -0.96 -29.17 1.27
H 1.11 -31.09 6.73
H -2.12 -36.88 10.98
H -2.54 -29.47 -2.83
H -4.04 -37.83 13.61
H 3.34 -26.14 4.26
H 3.83 -28.97 1.95
H -1.92 -38.65 14.82
H -6.91 -45.88 12.80
H 2.61 -30.04 6.39
H -5.69 -33.46 9.08
H -1.56 -27.52 3.11
H -1.10 -35.80 11.80